The following is a DFT calculation (the ωB97M-V functional and the def2-TZVPD basis) of the ion C6H12N with charge +1.

Calculated values
E_LUMO	-4.19	eV
electronic energy	-290.22666	a.u.
spin multiplicity	1
ΔE to the lowest compared entry with this formula, charge and spin	59.8	kcal per mole
E_HOMO	-15.72	eV
charge	+1
Kohn-Sham gap	11.532	eV
M	98.17	g mol⁻¹

XYZ file:
```
19
C6H12N the ωB97M-V functional and the def2-TZVPD basis
C 0.436 -1.498 -1.988
C 1.095 -0.282 -1.289
C 1.730 -0.360 0.098
C 0.428 0.160 -0.059
N -0.454 0.684 0.721
C -1.709 1.218 0.162
C -0.335 0.649 2.129
H 1.313 -1.869 -2.515
H -0.341 -1.376 -2.816
H 0.215 -2.122 -1.159
H 1.472 0.477 -1.944
H 2.611 0.156 0.445
H 1.841 -1.289 0.577
H -2.447 0.400 0.301
H -2.012 2.006 0.746
H -1.712 1.214 -0.880
H -1.099 0.042 2.622
H 0.758 0.282 2.342
H -0.303 1.680 2.577
```

=====

The following is a DFT calculation (the ωB97M-V functional and the def2-TZVPD basis) of a structure of composition C36H37BrFFeN3O6S.

Calculated values
E_LUMO (alpha / beta)	-0.18 / -0.17	eV
electronic energy	-6345.57236	a.u.
spin multiplicity	5
ΔE to the lowest compared entry with this formula, charge and spin	26.5	kcal per mole
E_HOMO (alpha / beta)	-6.91 / -6.63	eV
charge	0
Kohn-Sham gap (alpha / beta)	6.735 / 6.460	eV
M	794.52	g mol⁻¹

XYZ file:
```
86
C36H37BrFFeN3O6S the ωB97M-V functional and the def2-TZVPD basis
Fe 0.706 -1.094 -0.233
C -6.003 1.151 -3.624
C -4.657 1.981 -3.675
C -4.814 3.480 -3.568
C -5.279 3.894 -2.161
C -4.310 3.359 -1.158
C -4.070 3.973 0.081
C -3.085 3.452 0.932
F -2.825 4.104 2.099
C -2.340 2.319 0.707
C -2.556 1.689 -0.538
C -1.749 0.475 -0.779
O -0.905 0.100 0.102
C -2.047 -0.197 -2.017
C -3.052 0.302 -2.865
N -3.686 1.526 -2.708
C -3.533 2.184 -1.465
C -1.394 -1.481 -2.393
O -1.871 -2.205 -3.261
O -0.309 -1.766 -1.724
H -6.678 1.619 -4.359
H -6.495 1.172 -2.652
H -5.913 0.106 -3.959
H -4.233 1.707 -4.658
H -5.504 3.784 -4.340
H -3.855 3.949 -3.814
H -6.259 3.409 -2.031
H -5.412 4.976 -2.093
H -4.551 4.941 0.331
H -1.637 1.879 1.343
H -3.512 -0.227 -3.727
N 0.584 -4.515 -1.383
C 0.975 -4.964 -0.131
C 1.795 -6.109 0.062
C 2.229 -6.417 1.379
C 1.695 -5.729 2.498
C 0.817 -4.612 2.361
C 0.081 -4.098 3.447
C -0.780 -3.049 3.156
C -0.823 -2.507 1.875
N -0.037 -2.900 0.848
C 0.632 -4.082 0.990
H 0.048 -3.643 -1.479
H 0.451 -5.110 -2.191
H 1.930 -6.801 -0.764
H 3.066 -7.091 1.493
H 2.013 -6.071 3.461
H 0.161 -4.586 4.401
H -1.474 -2.674 3.922
H -1.576 -1.751 1.660
Br 6.627 -0.861 -4.908
C 5.130 0.118 -4.430
C 4.987 1.456 -4.767
C 3.795 2.072 -4.380
C 2.919 1.448 -3.482
C 3.129 0.199 -3.004
C 4.224 -0.475 -3.502
C 2.388 -0.351 -1.789
O 2.437 -1.568 -1.414
O 1.553 0.487 -1.187
H 5.814 1.990 -5.216
H 3.623 3.141 -4.600
H 2.048 2.045 -3.122
H 4.453 -1.496 -3.198
C 0.828 -0.867 6.001
C 1.697 0.160 5.275
C 2.381 -0.392 4.031
S 1.701 0.340 2.517
O 1.871 -0.776 1.417
C 3.021 1.504 2.069
C 3.093 2.763 2.960
C 2.057 3.828 2.505
H 0.867 -0.706 7.077
H 1.156 -1.912 5.969
H -0.248 -0.858 5.701
H 2.401 0.542 5.966
H 1.107 1.055 5.030
H 2.318 -1.473 3.988
H 3.442 -0.142 4.018
H 2.781 1.824 1.055
H 3.947 0.896 1.922
H 4.100 3.188 2.831
H 2.968 2.550 4.033
H 2.416 4.512 1.690
H 1.864 4.531 3.375
H 1.142 3.373 2.173
```